Record 1
2 unconnected molecules or ions with the total composition C2H4F3N2, computed with ωB97M-V with the def2-TZVPD basis set.

Atoms and positions in Å:
1 C 0.948 0.021 -0.102
2 C -2.392 -0.341 -0.063
3 N 1.243 1.130 0.527
4 N 1.684 -0.964 -0.401
5 F -3.033 -0.875 0.919
6 F -2.725 -0.758 -1.244
7 F -2.145 0.906 0.094
8 H 0.487 1.865 0.420
9 H 2.021 1.604 0.796
10 H 1.304 -1.733 -0.769
11 H 2.607 -0.856 -0.178

Summary:
E_LUMO (alpha / beta) = -6.8 / -8.4 eV
E_tot = -487.25324 Eh
gap between HOMO and LUMO (alpha / beta) = 6.4 / 3.6 eV
HOMO energy (alpha / beta) = -0.486 / -0.443 Eh
total charge = +1

---

Record 2
A molecular structure, C2H4F3NO5S2Tl, computed with ωB97M-V with the def2-TZVPD basis set.

Atoms and positions in Å:
1 N 0.607 1.742 -0.028
2 S -1.051 1.731 -0.337
3 O -1.228 0.302 -1.057
4 O -1.790 1.578 0.979
5 S 1.372 0.593 0.724
6 O 0.604 -0.188 1.724
7 O 2.697 1.062 1.149
8 C 1.797 -0.761 -0.541
9 F 0.872 -1.714 -0.551
10 F 1.906 -0.258 -1.764
11 F 2.957 -1.322 -0.210
12 Tl -1.539 -0.834 1.118
13 O -2.961 -1.946 -0.093
14 H -3.882 -2.164 0.059
15 C -2.979 -0.548 -1.511
16 H -3.300 0.486 -1.710
17 H -2.445 -1.161 -2.245
18 H -4.049 -0.785 -1.412

Summary:
E_LUMO (alpha / beta) = 2.7 / 2.7 eV
E_tot = -1777.88590 Eh
gap between HOMO and LUMO (alpha / beta) = 6.4 / 6.4 eV
HOMO energy (alpha / beta) = -0.137 / -0.137 Eh
total charge = -1

---

Record 3
C2H4F3P in the gas phase, computed with ωB97M-V with the def2-TZVPD basis set.

Atoms and positions in Å:
1 C -0.289 0.273 -1.161
2 C -0.566 0.110 0.333
3 F -2.030 -0.017 0.381
4 P 0.746 -1.254 0.991
5 F 2.005 -0.312 0.664
6 F 0.953 -0.814 2.549
7 H 0.285 1.239 -1.223
8 H 0.424 -0.620 -1.445
9 H -1.220 0.314 -1.875
10 H -0.307 1.080 0.784

Summary:
E_LUMO = 0.3 eV
E_tot = -719.56706 Eh
gap between HOMO and LUMO = 10.7 eV
HOMO energy = -0.380 Eh
structure (SMILES) = C[C@@H](F)P(F)F
total charge = 0

---

Record 4
2 unconnected molecules or ions with the total composition C2H4FI, computed with ωB97M-V with the def2-TZVPD basis set.

Atoms and positions in Å:
1 C 1.036 0.601 -0.539
2 C -0.776 -0.661 0.529
3 F -0.733 -1.901 0.039
4 I -2.472 0.421 -0.120
5 H 0.956 1.443 0.274
6 H 1.707 -0.182 -0.311
7 H 0.766 0.762 -1.440
8 H -0.485 -0.483 1.569

Summary:
E_LUMO (alpha / beta) = 0.1 / 0.1 eV
E_tot = -476.00903 Eh
gap between HOMO and LUMO (alpha / beta) = 8.5 / 8.5 eV
HOMO energy (alpha / beta) = -0.311 / -0.306 Eh
total charge = 0

---

Record 5
2 unconnected molecules or ions with the total composition C2H4FO3S, computed with ωB97M-V with the def2-TZVPD basis set.

Atoms and positions in Å:
1 C 1.009 1.124 -0.538
2 C -1.510 -0.427 -0.073
3 O -1.565 -3.191 -0.299
4 O 0.303 -1.891 0.360
5 O -1.520 -2.073 1.922
6 F 1.974 1.173 0.353
7 S -1.087 -2.122 0.514
8 H 1.185 0.317 -1.299
9 H -1.940 -0.033 0.857
10 H -2.080 -0.288 -1.000
11 H -0.442 0.078 -0.231

Summary:
E_LUMO = 2.9 eV
E_tot = -802.28123 Eh
gap between HOMO and LUMO = 7.8 eV
HOMO energy = -0.180 Eh
total charge = -1

---

Record 6
2 unconnected molecules or ions with the total composition C2H4FPS, computed with ωB97M-V with the def2-TZVPD basis set.

Atoms and positions in Å:
1 F -4.606 -1.555 -0.540
2 C -4.487 -0.356 -0.115
3 P -4.335 1.111 0.383
4 C 0.397 0.485 0.395
5 S -0.150 -1.289 0.693
6 H -0.513 0.805 0.038
7 H 1.230 0.348 -0.241
8 H 0.775 0.899 1.369
9 H -1.557 -1.298 0.655

Summary:
E_LUMO = 0.6 eV
E_tot = -917.89515 Eh
gap between HOMO and LUMO = 9.6 eV
HOMO energy = -0.330 Eh
structure (SMILES) = FC#P.CS
total charge = 0

---

Record 7
C2H4FPS in the gas phase, computed with ωB97M-V with the def2-TZVPD basis set.

Atoms and positions in Å:
1 C 0.716 0.794 1.080
2 C -0.170 0.019 0.189
3 P 0.279 -1.693 -0.306
4 S -1.255 -2.099 -1.667
5 F -1.451 -0.698 -2.515
6 H 0.210 1.300 2.033
7 H 1.155 1.646 0.404
8 H 1.506 0.204 1.290
9 H -0.991 0.526 -0.507

Summary:
E_LUMO (alpha / beta) = -0.8 / -0.8 eV
E_tot = -917.91829 Eh
gap between HOMO and LUMO (alpha / beta) = 7.7 / 7.7 eV
HOMO energy (alpha / beta) = -0.311 / -0.311 Eh
structure (SMILES) = C/C=P/SF
total charge = 0

---

Record 8
2 unconnected molecules or ions with the total composition C2H4I2O, computed with ωB97M-V with the def2-TZVPD basis set.

Atoms and positions in Å:
1 C 0.685 0.339 1.366
2 C 1.168 0.530 -0.002
3 O 1.146 1.456 -0.722
4 I 2.036 -1.330 -0.624
5 H 0.386 1.238 1.870
6 H -0.280 -0.065 1.272
7 H 1.251 -0.294 2.081
8 I -3.326 -0.483 -3.234
9 H -3.066 -1.391 -2.008

Summary:
E_LUMO = 0.5 eV
E_tot = -749.21005 Eh
gap between HOMO and LUMO = 10.2 eV
HOMO energy = -0.358 Eh
structure (SMILES) = CC(=O)I.I
total charge = 0

---

Record 9
A molecular structure, C2H4I2S, computed with ωB97M-V with the def2-TZVPD basis set.

Atoms and positions in Å:
1 C -0.399 0.196 1.243
2 C 0.969 -0.302 -0.983
3 S -1.825 0.813 0.478
4 I 0.115 1.101 -2.263
5 I 3.150 -0.421 -0.968
6 H -0.455 -0.748 1.661
7 H 0.096 0.935 1.907
8 H 0.509 -1.199 -1.149
9 H -2.159 -0.375 0.074

Summary:
E_LUMO (alpha / beta) = -0.4 / -0.8 eV
E_tot = -1072.03127 Eh
gap between HOMO and LUMO (alpha / beta) = 7.8 / 7.1 eV
HOMO energy (alpha / beta) = -0.301 / -0.291 Eh
total charge = 0

---

Record 10
A molecular structure, C2H4I2S, computed with ωB97M-V with the def2-TZVPD basis set.

Atoms and positions in Å:
1 C -0.496 0.601 -0.454
2 C 1.831 -0.035 0.626
3 S -0.351 -0.171 -1.967
4 I 2.217 -1.984 -0.073
5 I 3.153 1.432 -0.057
6 H -0.674 0.025 0.421
7 H -0.686 1.627 -0.498
8 H 1.661 0.162 1.599
9 H 0.104 -1.360 -1.598

Summary:
E_LUMO (alpha / beta) = -0.7 / -0.1 eV
E_tot = -1072.03541 Eh
gap between HOMO and LUMO (alpha / beta) = 6.9 / 8.0 eV
HOMO energy (alpha / beta) = -0.279 / -0.297 Eh
total charge = 0

---

Record 11
A molecular structure, C2H4I2S, computed with ωB97M-V with the def2-TZVPD basis set.

Atoms and positions in Å:
1 C -1.411 0.047 -0.960
2 C 1.109 0.155 0.323
3 S 0.757 0.460 2.117
4 I 2.241 1.617 -0.549
5 I 1.693 -1.811 -0.449
6 H -1.694 -0.985 -0.822
7 H -1.978 0.821 -0.325
8 H -0.736 0.345 -1.653
9 H 0.018 -0.650 2.318

Summary:
multiplicity = 3
E_LUMO (alpha / beta) = -0.5 / -1.4 eV
E_tot = -1072.00651 Eh
gap between HOMO and LUMO (alpha / beta) = 7.2 / 8.0 eV
HOMO energy (alpha / beta) = -0.283 / -0.347 Eh
total charge = 0

---

Record 12
2 unconnected molecules or ions with the total composition C2H4INO2, computed with ωB97M-V with the def2-TZVPD basis set.

Atoms and positions in Å:
1 O 0.924 1.432 -0.580
2 C 1.547 0.514 -0.215
3 N 2.352 -0.215 0.297
4 I 2.742 -2.005 1.020
5 C -1.398 0.180 -0.399
6 O -0.587 -0.596 0.420
7 H -1.289 -0.213 -1.563
8 H -1.130 1.207 -0.315
9 H -2.501 0.104 -0.030
10 H -0.660 -0.410 1.364

Summary:
E_LUMO = -0.5 eV
E_tot = -581.46897 Eh
gap between HOMO and LUMO = 9.0 eV
HOMO energy = -0.351 Eh
structure (SMILES) = O=C=NI.CO
total charge = 0

---

Record 13
C2H4INO2 in the gas phase, computed with ωB97M-V with the def2-TZVPD basis set.

Atoms and positions in Å:
1 C 0.971 1.360 -0.368
2 O -0.187 0.594 -0.498
3 C -0.285 -0.400 0.394
4 O 0.526 -0.594 1.229
5 N -1.471 -1.195 0.158
6 I -1.295 -3.095 0.786
7 H 1.790 0.944 -1.111
8 H 1.465 1.119 0.569
9 H 0.647 2.341 -0.624
10 H -2.161 -1.074 -0.534

Summary:
E_LUMO = -0.1 eV
E_tot = -581.50835 Eh
gap between HOMO and LUMO = 9.0 eV
HOMO energy = -0.337 Eh
structure (SMILES) = COC(=O)NI
total charge = 0

---

Record 14
3 unconnected molecules or ions with the total composition C2H4INO2S, computed with ωB97M-V with the def2-TZVPD basis set.

Atoms and positions in Å:
1 C -3.003 -0.600 -1.706
2 C 0.799 0.544 0.078
3 N 2.004 1.162 0.105
4 O -2.000 -0.905 -2.140
5 O -3.984 -0.246 -1.194
6 S 1.298 -1.507 1.935
7 I -1.034 1.792 0.318
8 H 0.370 -2.437 2.484
9 H 2.678 0.502 0.062
10 H 2.160 2.027 0.587
11 H 0.712 -0.332 -0.528

Summary:
E_LUMO (alpha / beta) = -1.4 / -1.0 eV
E_tot = -979.65553 Eh
gap between HOMO and LUMO (alpha / beta) = 6.3 / 7.1 eV
HOMO energy (alpha / beta) = -0.282 / -0.297 Eh
total charge = 0

---

Record 15
A molecular structure, C2H4INS, computed with ωB97M-V with the def2-TZVPD basis set.

Atoms and positions in Å:
1 C -1.908 0.331 0.932
2 C 3.047 -0.444 -0.881
3 N -3.098 0.009 1.043
4 S 1.692 -0.107 0.000
5 I -4.379 0.507 -0.516
6 H -1.387 0.738 0.050
7 H -1.268 0.038 1.823
8 H 3.748 0.350 -1.360
9 H 3.554 -1.422 -1.092

Summary:
E_LUMO = -0.9 eV
E_tot = -829.13690 Eh
gap between HOMO and LUMO = 8.4 eV
HOMO energy = -0.341 Eh
total charge = 0

---

Record 16
A molecular structure, C2H4LiMgO, computed with ωB97M-V with the def2-TZVPD basis set.

Atoms and positions in Å:
1 O -0.498 -0.481 0.962
2 Li -2.051 0.396 1.340
3 C 0.506 0.309 0.544
4 C 0.570 0.747 -0.777
5 H 1.436 -0.040 1.019
6 H -0.266 1.403 -1.055
7 H 1.504 1.223 -1.086
8 Mg -1.128 -2.261 0.291
9 H -0.073 -1.296 -1.238

Summary:
multiplicity = 2
E_LUMO (alpha / beta) = -0.9 / -1.1 eV
E_tot = -361.33134 Eh
gap between HOMO and LUMO (alpha / beta) = 4.6 / 5.7 eV
HOMO energy (alpha / beta) = -0.203 / -0.248 Eh
total charge = 0

---

Record 17
A molecular structure, C2H4N2, computed with ωB97M-V with the def2-TZVPD basis set.

Atoms and positions in Å:
1 C 0.503 -0.600 -0.407
2 C -0.692 0.224 -0.221
3 N -0.394 0.887 1.019
4 N -0.259 -0.570 0.897
5 H 0.599 -1.633 -0.868
6 H 1.376 -0.088 -0.262
7 H -1.670 0.521 -1.232
8 H 0.537 1.259 1.074

Summary:
E_LUMO = 0.9 eV
E_tot = -187.92261 Eh
gap between HOMO and LUMO = 10.9 eV
HOMO energy = -0.365 Eh
total charge = 0

---

Record 18
C2H4N2 in the gas phase, computed with ωB97M-V with the def2-TZVPD basis set.

Atoms and positions in Å:
1 C -0.816 -1.201 0.307
2 N 0.103 -0.568 0.925
3 N 0.166 0.782 0.674
4 C 0.765 1.173 -0.374
5 H -0.902 -2.286 0.463
6 H -1.438 -0.663 -0.393
7 H 1.331 0.511 -1.030
8 H 0.790 2.251 -0.572

Summary:
E_LUMO = 1.2 eV
E_tot = -188.04212 Eh
gap between HOMO and LUMO = 11.0 eV
HOMO energy = -0.363 Eh
structure (SMILES) = C=NN=C
total charge = 0

---

Record 19
A molecular structure, C2H4N2, computed with ωB97M-V with the def2-TZVPD basis set.

Atoms and positions in Å:
1 C 0.643 0.805 0.064
2 C -0.530 -0.707 0.016
3 N 0.863 -0.470 0.010
4 N -0.913 0.526 0.040
5 H 1.111 1.760 0.195
6 H -1.025 -1.723 0.030
7 H 1.638 -1.074 -0.109
8 H -1.787 0.882 -0.246

Summary:
E_LUMO = -14.5 eV
E_tot = -187.20266 Eh
gap between HOMO and LUMO = 10.2 eV
HOMO energy = -0.909 Eh
total charge = +2

---

Record 20
A molecular structure, C2H4N2O, computed with ωB97M-V with the def2-TZVPD basis set.

Atoms and positions in Å:
1 C 2.235 -0.169 -0.376
2 C -1.675 0.122 0.237
3 N 0.637 -0.371 0.538
4 N -0.211 0.075 -0.181
5 O 3.236 -0.287 0.244
6 H 2.081 0.170 -1.424
7 H -2.264 0.432 -0.665
8 H -1.945 0.848 1.090
9 H -2.093 -0.820 0.538

Summary:
E_LUMO = 0.5 eV
E_tot = -263.25019 Eh
gap between HOMO and LUMO = 8.8 eV
HOMO energy = -0.307 Eh
total charge = 0